Entry 1:
Molecular formula: C19H28BBrF5NO10S2
Method: DFT, wB97M-V/def2-TZVPD

Lowest unoccupied orbital energy = -0.0228 Eh
F_max = 0.0505 Eh/bohr
Orbital gap = 8.709 eV
Multiplicity = 1

Cartesian coordinates (Å):
C: 5.434 0.804 -0.337
C: 4.889 0.503 -1.544
C: 4.408 -0.877 -1.799
O: 4.939 -1.819 -1.241
O: 3.384 -0.977 -2.660
C: 3.114 -2.305 -3.112
C: 2.291 -3.115 -2.097
C: 0.842 -3.345 -2.511
C: 0.033 -2.059 -2.829
C: -1.200 -1.950 -1.927
C: -0.894 -1.591 -0.463
C: -0.609 -0.071 -0.214
B: 1.013 0.046 -0.304
N: 1.973 -0.570 0.630
O: 1.517 0.800 -1.296
O: -1.026 0.659 -1.390
S: -2.404 1.524 -1.508
O: -3.168 0.900 -2.549
O: -3.289 1.214 -0.138
C: -2.905 2.216 0.850
C: -3.256 3.616 0.359
C: -3.583 4.568 1.518
O: -2.778 4.328 2.674
C: -1.456 1.955 1.321
C: -0.403 2.956 0.856
C: 0.868 2.846 1.687
O: 0.890 2.469 2.838
Br: 2.566 3.331 0.835
C: -0.989 0.481 1.177
S: -2.090 -0.514 2.227
O: -2.472 0.237 3.389
O: -3.236 -1.076 1.574
C: -1.100 -1.949 2.925
F: -0.758 -1.616 4.175
F: 0.043 -2.174 2.265
C: -1.932 -3.252 3.033
F: -1.138 -4.143 3.662
F: -2.204 -3.757 1.834
F: -3.015 -3.091 3.770
H: 6.455 1.163 -0.267
H: 4.894 0.667 0.592
H: 4.805 1.269 -2.306
H: 2.532 -2.199 -4.021
H: 4.035 -2.834 -3.331
H: 2.766 -4.090 -2.010
H: 2.387 -2.613 -1.139
H: 0.337 -3.897 -1.719
H: 0.848 -3.997 -3.382
H: 0.646 -1.160 -2.853
H: -0.348 -2.189 -3.841
H: -1.999 -1.351 -2.348
H: -1.604 -2.962 -1.872
H: -1.713 -2.004 0.119
H: -0.019 -2.187 -0.208
H: 1.949 -1.576 0.675
H: 2.014 -0.158 1.551
H: 2.453 0.958 -1.122
H: -3.539 2.029 1.711
H: -2.527 4.079 -0.299
H: -4.174 3.535 -0.221
H: -3.478 5.607 1.210
H: -4.616 4.418 1.819
H: -2.023 4.914 2.635
H: -1.480 2.083 2.401
H: -0.721 3.990 0.946
H: -0.101 2.798 -0.180
H: -0.080 0.500 1.778


Entry 2:
Molecular formula: C4H14O2S2
Method: DFT, wB97M-V/def2-TZVPD

Lowest unoccupied orbital energy = 0.0176 Eh
F_max = 0.0402 Eh/bohr
Orbital gap = 9.321 eV
Multiplicity = 1
Structure (SMILES) = CCCSSC.O.O

Cartesian coordinates (Å):
C: -1.850 -1.000 0.444
C: -2.196 0.486 0.281
C: -1.043 1.401 0.590
S: 0.252 1.098 -0.648
S: 1.832 2.169 0.276
C: 2.988 1.021 1.153
H: -2.831 -1.509 0.409
H: -1.351 -1.419 -0.433
H: -1.222 -1.298 1.289
H: -2.637 0.585 -0.728
H: -3.005 0.691 0.980
H: -1.277 2.463 0.596
H: -0.745 1.226 1.628
H: 3.994 1.231 0.754
H: 2.999 1.568 2.094
H: 2.972 -0.059 1.043
O: 1.961 -1.900 -0.411
H: 1.300 -1.942 0.271
H: 1.434 -1.767 -1.219
O: -0.340 -1.352 -2.760
H: -1.139 -1.182 -3.252
H: -0.097 -0.511 -2.358


Entry 3:
Molecular formula: C28H73F6HgN11O13P2S2
Method: DFT, wB97M-V/def2-TZVPD

Lowest unoccupied orbital energy = 0.0088 Eh
F_max = 0.1027 Eh/bohr
Orbital gap = 8.972 eV
Multiplicity = 1

Cartesian coordinates (Å):
Hg: -0.480 0.389 -0.180
C: -4.475 -1.787 0.907
F: -5.715 -1.545 1.329
F: -3.857 -2.441 1.836
F: -4.507 -2.407 -0.284
S: -3.648 -0.091 0.589
O: -4.290 0.939 1.396
O: -2.356 -0.462 1.189
N: -3.630 0.012 -0.947
S: -4.275 1.105 -1.879
O: -4.704 2.270 -1.186
O: -3.622 1.203 -3.095
C: -5.931 0.294 -2.311
F: -5.634 -0.932 -2.692
F: -6.708 0.217 -1.259
F: -6.574 0.946 -3.275
O: -0.758 -0.256 -2.137
H: -1.516 0.115 -2.563
C: -0.129 -3.298 -1.778
C: 1.049 -2.865 -0.986
O: 1.078 -1.952 -0.189
N: 2.184 -3.479 -1.311
C: 3.480 -3.107 -0.843
H: -1.100 -3.283 -1.254
H: -0.010 -4.246 -2.231
H: -0.174 -2.552 -2.524
H: 2.024 -4.303 -1.818
H: 3.700 -2.121 -1.129
H: 4.170 -3.818 -1.239
H: 3.674 -3.240 0.225
C: -0.640 6.885 -4.057
C: 0.323 6.958 -2.832
O: -0.035 7.657 -1.843
N: 1.453 6.230 -2.941
C: 2.269 6.025 -1.817
H: -0.972 7.913 -4.248
H: -1.557 6.384 -3.785
H: -0.256 6.459 -4.962
H: 1.676 5.588 -3.735
H: 3.327 5.915 -2.079
H: 2.013 5.061 -1.356
H: 2.185 6.876 -1.128
C: -0.835 3.225 -2.301
C: -1.378 3.603 -0.957
O: -1.422 2.758 -0.061
N: -1.832 4.855 -0.714
C: -2.508 5.170 0.513
H: -1.615 2.698 -2.830
H: -0.062 2.485 -2.120
H: -0.543 4.109 -2.812
H: -1.957 5.650 -1.314
H: -1.918 5.096 1.411
H: -3.364 4.545 0.498
H: -2.778 6.240 0.372
C: 3.245 2.678 -4.086
C: 2.049 3.246 -4.838
O: 2.130 4.344 -5.327
N: 0.939 2.529 -4.786
C: -0.168 2.800 -5.691
H: 4.144 3.170 -4.497
H: 3.313 1.578 -4.162
H: 3.072 2.862 -3.009
H: 0.812 1.658 -4.233
H: -0.347 1.914 -6.214
H: 0.111 3.622 -6.418
H: -1.019 3.082 -5.081
O: 0.450 0.707 1.716
P: 0.675 1.534 2.980
N: 0.965 3.086 2.604
C: 1.216 3.404 1.232
C: 0.887 4.210 3.534
N: 1.919 0.787 3.739
C: 2.328 -0.589 3.560
C: 2.811 1.503 4.772
N: -0.621 1.555 3.942
C: -1.814 2.179 3.256
C: -1.009 0.307 4.574
H: 2.183 3.803 1.143
H: 0.646 4.167 0.700
H: 1.070 2.496 0.661
H: 0.915 3.908 4.561
H: -0.040 4.725 3.407
H: 1.661 4.941 3.317
H: 3.362 -0.514 3.085
H: 2.408 -1.020 4.605
H: 1.572 -1.087 2.938
H: 3.826 1.246 4.528
H: 2.698 2.588 4.746
H: 2.624 1.102 5.755
H: -2.360 2.885 3.875
H: -1.478 2.694 2.359
H: -2.453 1.387 2.962
H: -0.219 -0.082 5.208
H: -1.400 -0.473 3.890
H: -1.893 0.570 5.095
O: 0.804 -6.373 4.104
P: 0.276 -6.001 2.751
N: -1.390 -6.232 2.796
C: -2.147 -6.260 4.033
C: -2.195 -6.287 1.588
N: 0.956 -6.944 1.565
C: 1.098 -6.703 0.151
C: 1.139 -8.364 1.846
N: 0.510 -4.432 2.272
C: -0.405 -3.354 2.642
C: 1.889 -3.969 2.325
H: -2.593 -7.260 4.104
H: -2.896 -5.477 4.101
H: -1.517 -6.188 4.889
H: -1.657 -6.765 0.758
H: -2.538 -5.314 1.199
H: -3.056 -6.898 1.741
H: 2.051 -7.145 -0.217
H: 0.204 -7.109 -0.403
H: 1.005 -5.670 -0.120
H: 1.686 -8.859 1.054
H: 1.682 -8.454 2.841
H: 0.250 -8.906 1.907
H: -0.377 -2.485 1.923
H: -1.375 -3.770 2.771
H: -0.110 -2.971 3.612
H: 1.992 -3.255 1.538
H: 2.672 -4.700 2.254
H: 2.074 -3.516 3.291
C: 1.852 -1.588 -4.187
O: 1.525 -0.809 -3.081
H: 1.624 -1.067 -5.149
H: 2.910 -1.759 -4.032
H: 1.260 -2.520 -4.243
H: 0.570 -0.607 -3.020
C: 2.951 0.855 -0.585
O: 1.801 1.203 -1.404
H: 3.210 1.779 -0.019
H: 2.691 0.001 -0.025
H: 3.751 0.630 -1.269
H: 1.776 0.357 -1.966


Entry 4:
Molecular formula: C40H51N8O3P2ReTe
Method: DFT, wB97M-V/def2-TZVPD

Lowest unoccupied orbital energy (spin up / spin down) = -0.1242 / -0.1160 Eh
F_max = 0.0309 Eh/bohr
Orbital gap (spin up / spin down) = 5.904 / 6.665 eV
Total charge = +1
Multiplicity = 2
<S²> = 0.76

Cartesian coordinates (Å):
Re: -1.373 -0.075 0.794
C: -0.431 5.722 1.000
P: 0.382 4.073 0.818
C: 2.079 4.611 0.356
C: -0.232 3.635 -0.868
C: -1.743 3.388 -0.921
P: -2.481 2.028 0.093
C: -3.252 2.932 1.475
C: -3.934 1.669 -0.955
H: -0.394 6.294 0.069
H: 0.102 6.281 1.771
H: -1.472 5.633 1.323
H: 2.047 5.509 -0.264
H: 2.580 3.814 -0.201
H: 2.667 4.816 1.252
H: 0.296 2.746 -1.203
H: 0.033 4.451 -1.544
H: -2.057 3.151 -1.937
H: -2.267 4.299 -0.622
H: -4.016 3.612 1.094
H: -2.491 3.509 2.013
H: -3.686 2.218 2.172
H: -4.414 2.613 -1.210
H: -4.648 1.047 -0.421
H: -3.622 1.164 -1.869
C: 1.134 -1.343 -7.675
C: 1.123 -0.995 -6.205
C: 0.705 -1.915 -5.250
C: 0.698 -1.619 -3.891
C: 0.218 -2.687 -2.931
C: 1.147 -0.348 -3.483
Te: 1.217 0.086 -1.419
N: 0.033 0.452 1.672
C: 0.962 0.041 2.700
O: 0.591 -0.493 3.703
C: 2.394 0.233 2.367
C: 2.783 1.142 1.386
C: 4.126 1.295 1.073
C: 5.076 0.526 1.732
C: 4.688 -0.389 2.711
C: 3.350 -0.534 3.036
C: 2.631 -1.395 -0.891
C: 2.271 -2.317 0.094
C: 3.155 -3.314 0.495
C: 4.407 -3.383 -0.101
C: 4.770 -2.449 -1.063
C: 3.906 -1.432 -1.475
C: 4.384 -0.432 -2.502
C: 1.559 0.608 -4.424
C: 2.057 2.004 -4.092
C: 1.536 0.257 -5.772
H: 0.640 -2.297 -7.862
H: 2.160 -1.418 -8.047
H: 0.630 -0.575 -8.267
H: 0.371 -2.899 -5.571
H: -0.271 -3.494 -3.478
H: -0.489 -2.285 -2.207
H: 1.048 -3.120 -2.369
H: 2.029 1.735 0.882
H: 4.430 2.007 0.313
H: 6.125 0.635 1.481
H: 5.434 -0.991 3.217
H: 3.025 -1.243 3.788
H: 1.289 -2.256 0.543
H: 2.860 -4.036 1.252
H: 5.107 -4.162 0.187
H: 5.759 -2.501 -1.511
H: 5.474 -0.422 -2.544
H: 4.041 0.577 -2.261
H: 4.008 -0.672 -3.500
H: 1.959 2.253 -3.041
H: 1.506 2.751 -4.671
H: 3.113 2.104 -4.358
H: 1.858 0.994 -6.507
N: 0.578 -6.241 1.985
C: -0.154 -5.384 1.713
N: -1.038 -4.444 1.394
C: -0.985 -3.197 1.306
N: -1.003 -2.028 1.195
C: -6.319 -3.134 0.880
N: -5.194 -2.299 0.477
C: -4.545 -2.350 -0.836
C: -3.376 -1.432 -0.588
O: -2.464 -1.090 -1.330
N: -3.411 -0.964 0.685
C: -4.477 -1.536 1.308
N: -4.762 -1.336 2.574
H: -6.773 -3.558 -0.009
H: -7.078 -2.539 1.388
H: -6.001 -3.951 1.528
H: -5.185 -1.973 -1.634
H: -4.201 -3.351 -1.094
H: -4.114 -0.716 3.101
H: -5.555 -1.782 2.996
O: -2.734 0.266 3.273
N: -1.998 0.208 4.393
C: -1.384 1.325 4.823
C: -0.579 1.294 5.940
C: -0.400 0.104 6.626
C: -1.040 -1.032 6.163
C: -1.834 -0.958 5.040
H: -1.561 2.200 4.217
H: -0.093 2.207 6.256
H: 0.238 0.061 7.499
H: -0.918 -1.988 6.652
H: -2.337 -1.805 4.602


Entry 5:
Molecular formula: C5H10N4S
Method: DFT, wB97M-V/def2-TZVPD

Lowest unoccupied orbital energy = 0.0167 Eh
F_max = 0.0884 Eh/bohr
Orbital gap = 9.891 eV
Multiplicity = 1
Structure (SMILES) = CSC(C)(C)n1cnnn1

Cartesian coordinates (Å):
C: -0.408 2.080 0.844
S: 1.109 1.380 0.174
C: 0.697 -0.409 -0.217
C: -0.558 -1.057 0.481
C: 2.083 -1.157 -0.109
N: 0.313 -0.342 -1.726
C: 0.281 0.701 -2.726
N: -0.058 0.115 -3.854
N: -0.278 -1.193 -3.525
N: -0.014 -1.471 -2.283
H: -1.271 1.974 0.058
H: -0.031 3.108 0.956
H: -0.567 1.862 1.895
H: -0.612 -1.911 -0.115
H: -1.422 -0.454 0.409
H: -0.240 -1.206 1.472
H: 2.726 -0.780 -0.888
H: 2.415 -0.789 0.869
H: 1.912 -2.202 -0.187
H: 0.687 1.625 -2.466


Entry 6:
Molecular formula: C10H26N3O5PS
Method: DFT, wB97M-V/def2-TZVPD

Lowest unoccupied orbital energy = 0.0146 Eh
F_max = 0.0231 Eh/bohr
Orbital gap = 9.224 eV
Multiplicity = 1
Structure (SMILES) = CS(=O)(=O)PC[C@H](O)CN.CNC(C)=O.CNC(C)=O

Cartesian coordinates (Å):
C: -4.025 1.189 4.563
S: -5.650 0.921 3.880
O: -6.436 0.203 4.856
O: -6.128 2.210 3.445
P: -5.386 -0.263 2.068
C: -4.160 -1.564 2.593
C: -3.009 -1.619 1.586
O: -3.590 -1.583 0.281
C: -2.136 -2.879 1.740
N: -0.691 -2.552 1.765
H: -3.645 2.145 4.212
H: -3.338 0.398 4.282
H: -4.154 1.223 5.643
H: -6.603 -0.965 2.144
H: -3.802 -1.325 3.590
H: -4.684 -2.520 2.630
H: -2.392 -0.733 1.742
H: -3.024 -1.040 -0.270
H: -2.399 -3.462 2.622
H: -2.301 -3.479 0.846
H: -0.612 -1.846 1.036
H: -0.541 -2.023 2.619
C: 2.060 2.387 -0.597
N: 0.944 1.787 0.112
C: 0.328 0.616 -0.157
C: 0.832 -0.178 -1.333
O: -0.605 0.233 0.548
H: 2.906 2.524 0.077
H: 1.774 3.363 -0.995
H: 2.375 1.750 -1.418
H: 0.560 2.278 0.904
H: 0.240 -1.086 -1.417
H: 0.735 0.394 -2.254
H: 1.877 -0.445 -1.203
C: 5.663 0.990 -5.613
N: 4.549 0.766 -4.712
C: 4.579 0.303 -3.439
C: 5.927 -0.034 -2.849
O: 3.543 0.165 -2.801
H: 5.706 2.038 -5.913
H: 5.556 0.379 -6.510
H: 6.599 0.732 -5.130
H: 3.620 0.968 -5.046
H: 5.776 -0.389 -1.834
H: 6.420 -0.816 -3.427
H: 6.572 0.845 -2.824


> Which value of multiplicity does entry 5 give?

1


Please write out number 6 again, unchanged.
Molecular formula: C10H26N3O5PS
Method: DFT, wB97M-V/def2-TZVPD

Lowest unoccupied orbital energy = 0.0146 Eh
F_max = 0.0231 Eh/bohr
Orbital gap = 9.224 eV
Multiplicity = 1
Structure (SMILES) = CS(=O)(=O)PC[C@H](O)CN.CNC(C)=O.CNC(C)=O

Cartesian coordinates (Å):
C: -4.025 1.189 4.563
S: -5.650 0.921 3.880
O: -6.436 0.203 4.856
O: -6.128 2.210 3.445
P: -5.386 -0.263 2.068
C: -4.160 -1.564 2.593
C: -3.009 -1.619 1.586
O: -3.590 -1.583 0.281
C: -2.136 -2.879 1.740
N: -0.691 -2.552 1.765
H: -3.645 2.145 4.212
H: -3.338 0.398 4.282
H: -4.154 1.223 5.643
H: -6.603 -0.965 2.144
H: -3.802 -1.325 3.590
H: -4.684 -2.520 2.630
H: -2.392 -0.733 1.742
H: -3.024 -1.040 -0.270
H: -2.399 -3.462 2.622
H: -2.301 -3.479 0.846
H: -0.612 -1.846 1.036
H: -0.541 -2.023 2.619
C: 2.060 2.387 -0.597
N: 0.944 1.787 0.112
C: 0.328 0.616 -0.157
C: 0.832 -0.178 -1.333
O: -0.605 0.233 0.548
H: 2.906 2.524 0.077
H: 1.774 3.363 -0.995
H: 2.375 1.750 -1.418
H: 0.560 2.278 0.904
H: 0.240 -1.086 -1.417
H: 0.735 0.394 -2.254
H: 1.877 -0.445 -1.203
C: 5.663 0.990 -5.613
N: 4.549 0.766 -4.712
C: 4.579 0.303 -3.439
C: 5.927 -0.034 -2.849
O: 3.543 0.165 -2.801
H: 5.706 2.038 -5.913
H: 5.556 0.379 -6.510
H: 6.599 0.732 -5.130
H: 3.620 0.968 -5.046
H: 5.776 -0.389 -1.834
H: 6.420 -0.816 -3.427
H: 6.572 0.845 -2.824